--- A ---
The following is a quantum chemistry calculation of a molecular structure, C3H5N3O, from the Open Molecules 2025 dataset.

Structure (XYZ):
```
12
Properties=species:S:1:pos:R:3
O -1.26 1.36 -0.25
N 2.03 0.16 -0.15
N -1.19 -1.37 0.00
N -0.06 -0.65 -0.39
C -0.21 0.71 -0.11
C 1.14 1.10 0.16
C 1.24 -0.99 -0.23
H -1.37 2.28 -0.01
H -1.17 -1.58 1.36
H 1.54 2.00 0.16
H -2.32 -0.97 -0.38
H 1.63 -2.05 -0.15
```

The value obtained for the highest occupied orbital energy is -0.2725 hartree. The calculation puts the orbital gap at 7.483 eV.


--- B ---
The following is a quantum chemistry calculation of a single C3H5N3O molecule, from the Open Molecules 2025 dataset.

Structure (XYZ):
```
12
Properties=species:S:1:pos:R:3
O -1.33 0.95 0.01
N 1.35 0.27 -0.79
N 0.40 -0.92 0.89
N 0.21 -0.05 -1.23
C -1.83 -0.33 -0.07
C 1.33 0.12 0.69
C -0.40 -0.74 -0.11
H 0.74 1.04 0.96
H 2.31 0.07 1.16
H -2.32 -0.72 0.83
H -2.42 -0.52 -0.97
H 1.95 0.84 -1.37
```

The value obtained for the highest occupied orbital energy (spin up / spin down) is -0.3266 / -0.3263 hartree. The calculation puts the orbital gap (spin up / spin down) at 8.134 / 8.124 eV.


Here are the energies relative to the best structure, in hartree: A 0.0268; B 0.0000.